The following is a quantum chemistry calculation of a molecular structure, C23H29ClN2PRhS, from the OMol25 dataset.

Its total energy is -2312.883665 hartree. The spin multiplicity is 5. The value obtained for the LUMO energy (alpha / beta) is -5.84 / -10.16 eV. Its charge is +2. Its HOMO-LUMO gap (alpha / beta) is 0.2268 / 0.1597 Eh.

Cartesian coordinates (Å):
Rh 0.132 -0.012 -0.086
Cl 2.366 -0.429 0.270
P 0.015 -0.007 -2.286
C -0.684 1.514 -3.031
C -1.878 1.538 -3.771
C -2.333 2.737 -4.329
C -1.639 3.930 -4.105
C -0.494 3.921 -3.306
C -0.025 2.726 -2.757
C 1.646 -0.199 -3.131
C 2.331 -1.404 -2.928
C 3.618 -1.588 -3.430
C 4.225 -0.581 -4.190
C 3.530 0.610 -4.432
C 2.245 0.796 -3.914
C -0.936 -1.346 -3.093
C -1.533 -2.326 -2.286
C -2.326 -3.318 -2.871
C -2.515 -3.354 -4.254
C -1.891 -2.396 -5.061
C -1.093 -1.401 -4.485
H 1.871 -2.189 -2.327
H 4.144 -2.524 -3.234
H 5.217 -0.732 -4.608
H 3.985 1.400 -5.030
H 1.711 1.720 -4.135
H -2.448 0.619 -3.931
H -3.226 2.721 -4.951
H -1.986 4.852 -4.560
H 0.054 4.844 -3.115
H 0.864 2.722 -2.119
H -1.378 -2.289 -1.203
H -2.799 -4.063 -2.232
H -3.141 -4.123 -4.703
H -2.025 -2.414 -6.141
H -0.612 -0.655 -5.120
H -1.178 0.792 -0.539
H -1.386 -0.199 -0.533
C -0.996 -2.073 6.480
C 0.186 -1.579 5.675
N -0.203 -1.204 4.281
C -0.139 0.004 3.714
S -0.948 0.242 2.189
N 0.431 1.063 4.363
C -0.087 1.546 5.687
C 1.040 2.100 6.537
H -1.763 -1.295 6.585
H -0.643 -2.362 7.477
H -1.427 -2.958 6.001
H 0.686 -0.721 6.133
H 0.950 -2.365 5.598
H -0.619 -1.930 3.706
H 0.583 1.851 3.737
H -0.835 2.325 5.482
H -0.606 0.724 6.194
H 1.458 2.999 6.069
H 0.638 2.385 7.520
H 1.830 1.348 6.679